a | 258
Properties=species:S:1:pos:R:3:lowdin_charge:R:1 method="wB97M-V/def2-TZVPD" spin_multiplicity=1 homo_energy_ev=-7.703 molar_mass_g_mol=1556.08
H 0.143 3.478 4.257 0.078
O 5.776 -1.475 -7.442 -0.015
H -1.333 2.020 1.157 0.070
H 4.429 -3.737 -6.385 0.084
H 4.047 -1.648 -3.849 0.065
H 9.164 -1.746 -4.488 0.104
H -3.200 7.668 -3.973 0.060
H -6.576 -3.008 0.590 0.079
H -4.203 3.656 7.951 0.105
N 1.004 0.731 0.227 -0.130
C -0.509 -6.111 4.121 -0.076
H -5.019 6.247 -1.875 0.080
H -2.557 -6.597 -3.408 0.063
H -1.094 1.041 -2.234 0.076
H -3.150 4.753 4.105 0.082
C -2.848 2.832 4.938 -0.463
H 5.863 -4.429 -5.753 0.059
H -2.368 3.319 -4.453 0.065
C -0.317 -4.641 4.419 -0.405
H 1.845 -3.314 7.010 0.115
H 8.163 -0.511 -7.706 0.075
H 3.013 1.714 3.907 0.079
H -1.532 7.895 -0.741 0.108
C 0.089 4.043 6.999 -0.047
H -1.895 3.673 8.774 0.122
C -1.104 1.301 -7.707 -0.374
O 3.593 5.548 2.434 0.069
O -0.404 2.723 4.485 -0.007
O -1.770 -3.432 -2.417 0.004
H -3.314 -1.897 1.911 0.121
C 2.504 5.115 3.136 -0.564
H 2.613 -2.215 0.846 0.063
C 3.866 -2.317 3.689 -0.645
H 0.022 7.460 -2.397 0.090
H -3.499 -1.532 -3.412 0.070
H -2.132 -7.315 -1.812 0.083
C -4.331 -2.082 -2.971 -0.027
H -6.576 0.470 -3.185 0.139
H 0.415 -2.859 3.183 0.038
C 5.106 -3.676 -5.533 -0.048
C -5.601 -0.296 2.088 -0.504
H -5.112 -6.323 -3.252 0.100
C 2.305 4.121 1.028 -0.061
C -0.324 5.239 -2.351 -0.133
H -4.441 2.346 -4.227 0.134
C 5.708 -2.321 -5.116 -0.510
C -6.055 0.957 -4.009 -0.106
H -0.889 -1.819 4.364 0.065
C 6.705 -3.348 1.935 0.016
C -5.130 2.036 -3.441 -0.350
H -4.137 3.561 3.313 0.089
C 2.261 -0.152 -1.844 -0.118
C -2.104 3.776 7.709 -0.128
O -0.891 0.702 -6.499 0.100
H -1.783 6.395 -0.111 0.115
O -3.026 0.943 -6.473 0.115
C -2.624 1.144 -7.812 -0.083
C 0.875 -0.037 -2.521 -0.114
H -2.388 -1.234 5.035 0.065
O -3.727 5.110 -3.680 -0.015
O -5.949 -1.380 2.816 0.095
H -1.686 -0.370 0.829 0.088
H 0.995 0.013 1.814 0.085
H 0.850 -1.906 0.669 0.068
C -4.188 6.545 -1.235 -0.026
H 5.185 1.431 2.549 0.113
O 6.874 3.748 5.611 0.098
H 5.850 -3.082 -3.096 0.112
C 7.953 -3.382 -7.471 -0.020
N -1.384 3.216 5.332 -0.105
H 7.012 -2.310 2.064 0.072
H -4.915 -3.245 3.068 0.137
C -2.194 -6.399 -2.399 -0.020
C 7.924 -2.197 -6.405 -0.453
O 4.387 -2.762 2.633 0.109
C -1.313 5.093 -3.492 -0.470
O 5.656 1.762 5.696 0.088
C 5.432 -3.637 2.923 -0.230
H -4.422 -6.952 -0.890 0.122
C 3.442 5.177 1.049 -0.280
H -7.188 -3.671 1.948 0.081
H -1.933 2.335 -0.416 0.082
C -3.069 1.354 4.658 -0.026
H -4.187 5.704 -0.542 0.082
N -2.602 5.510 -2.921 -0.107
H 8.985 -0.206 -6.354 0.089
H 0.828 0.844 -8.625 0.090
C 5.694 -3.291 4.435 -0.110
C 7.786 -3.255 -3.905 -0.156
H -4.595 -3.891 -5.338 0.086
H -4.815 2.848 5.913 0.126
C -2.957 8.023 -2.971 -0.005
C -4.258 -1.936 1.368 -0.133
H 1.886 -4.604 5.093 0.098
H -3.209 1.602 -2.522 0.034
H 8.968 -3.501 -7.849 0.074
H 1.882 -2.252 -0.651 0.066
O 2.862 -1.670 3.694 0.142
C 6.163 2.854 5.084 -0.461
H 6.591 0.730 3.465 0.127
H 2.508 -1.179 -2.111 0.079
H 4.339 -0.235 -0.145 0.086
H -0.136 -2.151 7.556 0.121
H -0.610 3.280 -4.483 0.085
C -1.005 2.151 0.126 0.000
C -5.284 -2.552 2.313 -0.264
C 0.949 -3.365 6.391 -0.208
H 0.568 4.888 -2.870 0.109
H 1.575 4.112 0.218 0.118
H -2.727 -4.364 0.341 0.074
C -4.265 1.620 -2.252 0.006
C 0.886 -4.639 5.526 -0.089
H 2.986 6.037 0.560 0.148
H 0.236 5.367 -5.033 0.080
H -0.458 1.460 -9.620 0.087
C -6.212 -3.487 1.499 -0.024
H -1.526 2.874 -3.037 0.045
H -0.437 3.061 0.317 0.070
C 5.652 1.281 3.523 -0.039
C -1.695 6.874 -1.086 -0.146
C 4.484 -1.479 -4.833 -0.057
C 3.486 0.234 0.347 -0.048
H -4.058 0.902 4.578 0.088
H -2.810 2.058 -8.376 0.137
H -3.788 8.666 -2.683 0.070
C 8.684 -2.556 -5.038 -0.093
H -6.399 -6.238 -2.314 0.109
H -2.861 -3.964 7.375 0.085
H 5.065 -0.586 -4.601 0.083
H 6.392 -3.563 0.913 0.074
H -5.197 -1.766 -3.554 0.074
H 3.553 0.211 1.434 0.056
C 4.803 4.613 0.673 -0.006
H -1.696 -3.389 -3.374 0.077
H -0.106 1.442 8.074 0.080
H 4.566 -4.117 -4.695 0.082
C -0.090 1.038 -1.811 -0.135
C 4.907 1.001 4.866 -0.341
H -4.362 -1.811 -1.916 0.074
O -2.801 -4.189 4.380 0.001
H 5.634 5.077 1.205 0.093
H 1.137 -2.469 5.799 0.096
H -3.809 5.872 -4.258 0.079
C -0.705 1.559 7.171 -0.023
H -4.869 -5.470 -0.344 0.087
H -2.567 0.908 5.517 0.049
C 6.457 -2.463 -3.756 -0.123
H -3.446 -5.011 -4.710 0.066
H -5.995 -3.768 -1.865 0.103
H 5.758 -4.221 4.999 0.126
C -0.384 0.818 -0.394 -0.519
H -0.067 4.841 7.725 0.071
O -2.120 0.675 -4.542 0.155
H 0.973 -0.016 -3.606 0.100
H 8.348 -3.361 -2.976 0.098
H -2.539 1.138 3.731 0.082
C 2.128 -0.230 -0.242 -0.377
H 4.797 3.547 0.900 0.066
H 9.482 -3.275 -5.226 0.106
H -5.886 -4.483 1.199 0.067
H -0.970 2.382 -7.663 0.151
H -4.066 -2.312 0.363 0.117
H -2.962 0.366 -8.497 0.136
H -4.312 7.468 -0.670 0.088
C -3.017 -5.354 -1.576 -0.482
H 5.062 -4.643 2.725 0.151
C -1.473 3.562 -3.881 -0.014
H 9.659 -1.568 -7.293 0.090
H 6.501 -1.009 -7.865 0.062
H -5.574 0.204 -4.633 0.126
H -1.394 5.975 -5.605 0.076
C -4.409 -5.916 -1.227 -0.129
H 0.408 -1.017 -2.422 0.090
H -2.789 -2.198 7.609 0.090
C 0.289 -3.937 3.078 -0.012
O -6.971 1.773 -4.702 0.062
C -3.818 -3.995 -4.580 -0.024
H -0.479 -0.260 -9.180 0.090
H 3.670 1.290 0.150 0.060
O 2.333 5.271 4.276 0.188
C -1.433 -1.690 5.299 -0.021
C 8.743 -1.071 -6.972 -0.063
H 4.990 4.762 -0.391 0.083
H -0.750 -0.928 5.673 0.067
C -5.524 -4.264 -2.714 -0.115
H 6.631 -2.893 4.824 0.136
C -7.031 2.929 -3.956 -0.506
H -2.451 3.568 2.940 0.070
H -1.628 0.986 7.267 0.057
H 0.290 2.049 -1.956 0.109
H -0.519 -3.863 7.808 0.117
C -1.313 -0.286 -0.192 -0.023
H -1.276 -5.103 -0.114 0.077
C 3.413 1.303 4.835 0.007
H -2.984 -3.388 -4.933 0.065
O -6.241 0.743 2.047 0.128
C -4.093 -3.608 -3.088 -0.448
H -6.203 -4.205 -3.564 0.112
H 1.299 -4.313 2.919 0.070
H 0.954 3.434 7.262 0.076
O 6.110 2.659 3.722 0.023
C -2.355 -5.228 -0.210 -0.057
H -1.151 -6.468 3.316 0.076
H -0.561 6.847 -4.525 0.062
N -1.577 -4.172 5.019 -0.131
H 4.947 -0.026 5.229 0.141
C 1.845 -1.687 0.281 -0.010
O -7.976 3.691 -3.954 0.138
H 0.297 4.739 6.186 0.074
H -3.568 2.043 7.910 0.110
H -0.338 -3.901 2.187 0.060
C -2.002 0.727 -5.724 -0.585
C -0.364 -3.091 7.054 -0.152
H -2.279 4.793 7.357 0.122
O -5.999 3.033 -3.093 0.106
H -2.192 -0.002 -0.772 0.080
H 7.149 -3.224 -8.190 0.075
H -3.630 -2.773 6.220 0.073
C -0.260 6.675 -1.695 -0.130
H 7.741 -4.378 -7.083 0.065
C -3.420 3.043 7.503 -0.217
C -2.786 -3.000 6.871 -0.043
H 6.574 -1.446 -3.381 0.118
H -0.744 -6.531 5.099 0.082
C -3.818 3.261 6.065 -0.159
H 2.784 0.432 5.017 0.070
C -1.520 -3.060 6.006 -0.458
H 7.624 -4.286 -4.221 0.094
H 3.005 0.541 -2.237 0.111
C -3.155 3.720 3.758 -0.044
H 3.260 2.123 5.536 0.094
C -0.728 5.796 -4.760 -0.030
H 2.632 3.084 1.108 0.099
H -4.275 2.391 -1.482 0.093
H -4.376 0.673 -1.724 0.068
H 0.450 7.003 -0.936 0.095
C -2.882 6.704 -2.036 -0.433
O 1.141 0.926 1.558 -0.012
H 0.368 -6.677 3.807 0.081
H -1.055 -1.238 -0.654 0.086
H -3.091 -5.032 4.736 0.109
H -3.931 4.345 6.043 0.108
O 1.692 4.381 2.318 0.034
H 0.831 -5.537 6.140 0.108
H 7.511 -3.946 2.358 0.076
H -2.088 8.680 -2.996 0.072
O -4.633 -0.595 1.140 0.037
N -3.047 -4.001 -2.134 -0.094
C -5.425 -5.753 -2.378 -0.182
H -0.046 1.058 6.462 0.063
O 4.568 -2.579 4.805 0.079
H -0.470 4.449 -1.614 0.091
H -2.402 -6.132 0.398 0.084
C -1.051 3.025 6.761 -0.439
N 6.513 -1.687 -6.215 -0.088
C -0.238 0.744 -8.829 -0.003
H 3.676 -1.338 -5.550 0.092
H -1.179 -6.087 -2.644 0.075

b | 258
Properties=species:S:1:pos:R:3:lowdin_charge:R:1 method="wB97M-V/def2-TZVPD" spin_multiplicity=1 homo_energy_ev=-7.968 molar_mass_g_mol=1556.08
H 12.455 -30.466 8.883 0.086
H 15.932 -32.641 21.801 0.077
H 7.498 -31.643 16.545 0.085
H 19.904 -23.917 11.288 0.079
O 15.115 -24.587 15.307 0.090
C 11.326 -21.973 19.293 -0.288
C 13.736 -30.272 20.360 -0.437
H 15.930 -29.026 14.555 0.072
C 12.807 -21.578 19.173 -0.010
H 14.154 -30.501 24.295 0.119
H 14.921 -26.689 7.361 0.101
C 14.289 -33.672 13.523 -0.006
O 15.740 -31.430 12.520 -0.011
H 17.011 -33.763 13.294 0.076
H 21.316 -28.999 10.703 0.112
N 18.867 -27.000 12.229 -0.081
N 9.729 -22.425 13.510 -0.130
H 7.781 -20.798 15.822 0.082
C 13.096 -28.376 9.109 -0.475
C 15.485 -24.970 21.903 -0.334
H 5.655 -26.924 15.963 0.081
H 20.369 -27.693 15.492 0.069
H 11.827 -29.700 10.262 0.077
H 17.411 -26.696 13.362 0.033
H 8.509 -27.163 13.976 0.110
H 12.384 -31.293 13.634 0.068
H 19.033 -30.459 11.562 0.089
H 8.031 -25.720 17.230 0.076
C 17.383 -28.578 17.862 -0.548
C 15.029 -21.320 11.108 -0.602
C 15.337 -32.834 14.382 -0.459
H 12.539 -32.052 20.893 0.071
H 16.816 -34.465 14.820 0.088
H 17.509 -30.692 15.632 0.109
H 13.255 -30.715 12.216 0.058
H 8.527 -22.135 10.556 0.118
H 10.572 -30.231 15.400 0.096
H 8.199 -31.428 15.047 0.084
H 13.344 -33.149 13.374 0.058
C 14.121 -25.451 11.409 -0.030
H 10.905 -24.814 12.980 0.068
H 13.456 -31.911 17.195 0.081
H 20.470 -29.346 14.890 0.080
H 13.207 -21.518 20.186 0.086
H 10.796 -28.077 14.176 0.086
C 18.555 -28.769 15.905 -0.304
H 7.117 -23.221 15.706 0.094
C 13.138 -31.679 20.062 -0.017
C 15.345 -32.181 22.596 -0.016
H 18.877 -21.899 12.360 0.073
C 6.520 -26.875 15.302 -0.026
H 6.235 -21.851 13.544 0.123
H 11.701 -29.730 21.025 0.118
H 13.525 -22.184 18.621 0.066
H 21.577 -26.725 10.401 0.101
C 12.112 -27.910 8.018 -0.014
O 16.673 -26.123 15.060 0.125
H 17.907 -20.794 13.282 0.092
O 18.419 -23.369 22.779 0.131
H 12.436 -27.655 11.890 0.078
C 10.746 -22.371 17.894 -0.073
O 17.000 -28.109 18.947 0.103
H 7.482 -20.903 12.731 0.116
C 19.239 -24.932 13.572 -0.053
H 10.107 -25.232 11.607 0.082
C 17.565 -24.742 18.232 -0.099
C 8.560 -20.902 15.066 -0.041
H 14.595 -26.196 12.048 0.088
O 16.243 -21.626 18.074 0.105
H 11.095 -27.838 8.404 0.087
H 20.240 -23.790 18.036 0.090
H 14.699 -33.847 12.528 0.072
C 12.762 -30.024 22.822 -0.193
O 9.873 -23.455 18.193 0.049
C 15.538 -25.795 15.321 -0.500
H 17.979 -28.416 15.050 0.117
H 12.436 -29.625 13.356 0.064
C 18.958 -28.073 9.787 -0.013
C 13.637 -29.329 19.141 -0.028
C 14.966 -32.761 15.910 -0.119
C 19.625 -25.726 12.341 -0.503
C 12.741 -29.770 9.672 -0.030
C 9.327 -29.615 17.737 -0.029
H 9.207 -31.967 16.343 0.091
C 13.287 -25.767 16.059 -0.291
H 18.803 -30.731 16.954 0.146
H 21.231 -26.448 13.556 0.102
H 10.709 -21.529 11.057 0.094
H 13.631 -28.256 19.336 0.067
C 9.789 -23.093 12.134 -0.448
H 9.128 -24.949 13.005 0.062
O 10.791 -22.623 14.315 -0.016
C 9.767 -29.514 15.237 -0.140
H 13.251 -25.053 11.932 0.073
C 7.175 -22.874 12.021 -0.191
H 9.761 -30.485 18.230 0.078
C 10.147 -23.883 19.409 -0.621
H 12.965 -20.540 18.879 0.091
H 6.231 -27.324 14.351 0.093
H 16.852 -23.393 11.749 0.131
O 14.342 -20.607 10.369 0.116
H 13.506 -24.270 21.273 0.081
H 7.417 -26.992 18.124 0.099
H 6.998 -23.878 12.407 0.106
C 19.865 -24.337 17.171 0.011
H 18.107 -22.492 13.749 0.052
H 14.699 -23.951 20.227 0.075
C 19.249 -28.207 11.358 -0.366
C 16.557 -25.941 21.478 -0.117
C 8.419 -22.174 14.177 -0.447
C 14.159 -29.967 23.344 -0.154
C 18.592 -29.512 11.873 -0.046
H 21.782 -25.223 12.402 0.116
H 13.923 -32.435 20.050 0.074
C 16.559 -29.863 22.923 -0.036
H 19.917 -24.101 13.765 0.096
C 13.750 -24.447 15.499 -0.089
O 16.263 -23.847 22.109 0.107
H 16.428 -26.922 21.935 0.118
C 8.476 -22.913 11.318 -0.162
C 21.117 -26.076 12.538 -0.091
C 18.315 -24.094 17.055 -0.320
O 16.315 -21.413 11.170 0.144
N 7.530 -28.917 16.073 -0.117
H 16.543 -28.775 22.870 0.054
O 16.668 -23.752 18.609 0.089
O 16.117 -30.779 20.210 -0.019
H 12.375 -31.032 22.975 0.105
C 13.895 -26.045 10.020 -0.449
H 10.889 -27.749 15.893 0.074
C 8.137 -26.801 17.328 -0.031
C 20.058 -28.720 15.681 -0.002
H 14.590 -24.489 11.201 0.067
H 11.448 -22.641 17.105 0.117
H 6.448 -22.635 11.245 0.119
H 20.555 -29.102 16.573 0.091
H 21.033 -28.965 12.454 0.099
H 15.421 -22.189 13.831 0.141
C 14.995 -29.043 13.995 -0.023
H 14.138 -34.648 13.985 0.081
H 17.919 -24.392 16.084 0.119
H 15.086 -25.377 22.832 0.158
H 19.362 -27.151 9.369 0.061
H 9.968 -21.683 17.562 0.118
H 22.642 -27.418 11.476 0.103
C 13.941 -30.489 15.639 -0.115
O 14.559 -26.450 16.100 0.057
H 16.813 -29.950 23.979 0.083
H 14.471 -28.942 23.542 0.108
H 20.116 -25.375 17.387 0.080
H 12.975 -30.032 15.852 0.106
C 14.402 -24.761 20.894 -0.006
H 11.880 -22.678 11.762 0.066
H 18.594 -29.549 12.962 0.066
H 14.347 -32.610 22.694 0.066
C 15.278 -30.606 22.446 -0.433
H 15.227 -28.937 12.935 0.079
H 12.489 -26.955 7.651 0.058
H 8.805 -23.603 15.847 0.066
O 11.135 -23.182 19.927 0.093
H 11.315 -21.845 14.111 0.115
H 18.389 -24.617 10.848 0.070
H 18.217 -24.553 13.592 0.063
C 8.905 -27.158 14.991 -0.102
H 13.410 -23.988 9.226 0.086
C 18.036 -30.164 16.426 -0.028
H 9.459 -20.916 15.682 0.049
H 11.979 -28.645 7.225 0.083
H 15.047 -33.766 16.325 0.118
H 17.141 -25.698 17.924 0.115
H 14.465 -29.088 7.642 0.121
H 9.239 -26.140 15.193 0.091
H 15.240 -23.700 13.012 0.100
C 15.416 -22.638 12.838 -0.115
C 8.034 -23.330 15.127 -0.033
C 14.355 -30.428 14.131 -0.429
C 15.322 -27.230 8.218 -0.165
C 21.596 -27.116 11.419 -0.173
C 7.267 -21.867 13.192 -0.115
C 17.938 -21.818 12.909 0.018
C 10.214 -28.066 15.098 -0.150
H 15.601 -32.444 23.622 0.074
H 11.786 -25.128 17.389 0.085
H 6.763 -25.828 15.122 0.057
H 9.177 -26.875 17.643 0.079
H 15.823 -32.328 16.427 0.103
O 12.101 -27.318 11.056 -0.026
C 12.600 -25.852 17.389 0.014
H 8.366 -23.765 10.646 0.121
H 16.488 -30.006 19.779 0.051
H 11.036 -23.091 10.315 0.083
C 10.912 -22.579 11.269 -0.027
C 13.709 -31.932 16.135 -0.163
C 17.544 -24.120 22.362 -0.525
C 15.302 -26.242 9.401 -0.132
N 13.230 -27.385 10.244 -0.096
H 16.683 -31.257 12.471 0.075
H 9.362 -29.818 14.272 0.113
H 7.860 -24.210 14.507 0.039
H 14.337 -28.194 14.183 0.077
O 17.178 -29.778 17.487 0.079
H 13.603 -23.707 16.286 0.131
C 14.514 -28.503 8.560 -0.138
H 16.365 -27.455 7.992 0.094
O 18.050 -22.757 17.199 0.107
C 9.984 -24.559 12.455 -0.040
H 5.657 -29.181 16.264 0.102
H 13.184 -25.485 18.233 0.078
H 12.682 -29.480 18.638 0.070
O 17.733 -25.369 21.935 0.086
C 8.677 -29.839 16.392 -0.470
H 13.988 -25.624 20.371 0.080
H 12.874 -28.503 21.338 0.106
O 18.206 -27.955 16.991 0.072
H 16.556 -26.100 20.400 0.106
C 13.132 -25.038 9.138 -0.033
C 7.768 -27.424 16.030 -0.477
H 16.133 -26.432 10.080 0.093
H 10.130 -28.877 17.733 0.061
H 13.177 -25.189 8.059 0.066
H 12.642 -26.268 15.336 0.136
H 8.589 -29.325 18.485 0.088
C 13.057 -30.517 13.270 -0.009
H 13.065 -24.110 14.721 0.132
C 16.919 -22.657 17.922 -0.521
O 9.625 -24.791 19.985 0.161
H 19.901 -25.287 10.191 0.065
C 12.728 -29.583 21.359 -0.138
C 20.863 -28.434 11.517 -0.134
C 16.707 -22.368 12.091 -0.285
N 15.413 -31.457 13.838 -0.121
H 12.840 -32.465 15.750 0.110
H 12.579 -31.728 19.128 0.059
H 14.372 -29.560 18.370 0.060
H 13.556 -30.204 10.250 0.066
H 14.628 -30.028 16.348 0.092
H 12.342 -26.862 17.709 0.082
H 19.368 -25.645 14.387 0.075
C 16.709 -33.507 14.310 -0.046
H 10.675 -21.180 19.661 0.159
O 17.483 -26.816 12.413 -0.025
H 12.179 -29.308 23.401 0.115
H 18.303 -25.007 18.989 0.138
C 19.423 -24.872 11.079 -0.016
H 17.510 -32.857 14.663 0.069
H 17.356 -30.314 22.331 0.079
H 19.326 -28.946 9.248 0.080
H 15.582 -25.248 9.051 0.115
N 15.068 -30.276 20.999 -0.101
H 17.560 -29.667 11.558 0.062
C 8.416 -31.257 16.102 -0.067
H 12.047 -25.074 9.234 0.079
H 17.907 -28.079 9.501 0.046
H 8.472 -19.918 14.605 0.079
O 6.430 -29.178 16.832 -0.021
H 15.269 -28.980 9.185 0.111
H 20.380 -23.939 16.296 0.070
O 14.455 -22.109 11.963 0.079

Which structure loses on stability? a does.